Record 1
{"formula": "C5H13NS", "method": "ωB97M-V with the def2-TZVPD basis set", "species": ["C", "N", "C", "C", "C", "C", "S", "H", "H", "H", "H", "H", "H", "H", "H", "H", "H", "H", "H", "H"], "coordinates": [[-0.732, -2.606, -0.145], [-1.659, -1.487, -0.133], [-0.942, -0.318, -0.705], [-0.823, 0.807, 0.330], [0.253, 1.744, -0.214], [1.488, 1.831, 0.582], [2.811, 0.619, -0.105], [-1.243, -3.594, -0.181], [-0.070, -2.523, -1.105], [-0.062, -2.785, 0.720], [-1.965, -1.312, 0.863], [-0.014, -0.627, -1.195], [-1.532, -0.044, -1.576], [-0.336, 0.243, 1.260], [-1.684, 1.504, 0.366], [0.595, 1.695, -1.480], [-0.160, 2.700, -0.442], [1.381, 1.478, 1.635], [2.036, 2.838, 0.593], [2.658, -0.164, 0.932]], "de_lowest_kj_mol": 263.1, "homo_energy_ev": -8.59, "lumo_ev": 0.9, "homo_lumo_gap_ha": 0.3476, "total_energy_ev": -17718.52424}

=====

Record 2
{"formula": "C5H13NS2", "method": "ωB97M-V with the def2-TZVPD basis set", "species": ["C", "N", "C", "C", "H", "H", "H", "H", "H", "H", "H", "C", "C", "S", "S", "H", "H", "H", "H", "H", "H"], "coordinates": [[1.049, 0.186, 1.975], [0.682, 1.186, 1.223], [1.709, 1.809, 0.382], [1.234, 1.661, -1.092], [2.106, -0.087, 2.162], [0.296, -0.404, 2.506], [1.711, 2.858, 0.691], [2.640, 1.320, 0.541], [1.915, 2.191, -1.738], [1.213, 0.622, -1.379], [0.233, 2.084, -1.194], [-0.575, -2.460, -0.935], [-1.233, -1.163, -0.554], [-2.989, -1.402, -0.047], [-3.493, 0.613, 0.010], [-0.877, -2.980, -1.847], [-0.751, -3.202, -0.143], [0.519, -2.397, -0.946], [-1.297, -0.374, -1.348], [-0.669, -0.821, 0.330], [-3.422, 0.760, 1.404]], "de_lowest_kj_mol": 129.7, "homo_energy_ev": -8.77, "lumo_ev": 0.7, "homo_lumo_gap_ha": 0.3466, "total_energy_ev": -28555.28554}

=====

Record 3
{"formula": "C5H13O2", "method": "ωB97M-V with the def2-TZVPD basis set", "species": ["C", "O", "C", "C", "C", "C", "H", "H", "H", "H", "H", "H", "H", "H", "H", "H", "H", "H", "H", "O"], "coordinates": [[1.936, -0.282, 0.010], [2.209, 0.324, 1.190], [0.437, -0.736, -0.140], [-0.480, 0.297, -0.850], [-1.340, 1.078, 0.155], [-1.374, -0.393, -1.902], [2.107, 0.422, -0.838], [2.544, -1.196, -0.188], [0.088, -0.895, 0.883], [0.386, -1.680, -0.694], [0.227, 0.922, -1.384], [-2.331, 0.595, 0.178], [-0.991, 0.992, 1.184], [-1.489, 2.128, -0.107], [-2.136, -1.024, -1.463], [-0.734, -0.998, -2.548], [-1.795, 0.386, -2.544], [0.134, -0.066, 3.125], [1.554, 0.094, 2.509], [1.048, 0.031, 3.423]], "de_lowest_kj_mol": 43.9, "homo_energy_ev": -3.16, "total_charge": -1, "lumo_ev": 3.8, "homo_lumo_gap_ha": 0.2543, "total_energy_ev": -9490.87267}

=====

Record 4
{"formula": "C5H13O2S", "method": "ωB97M-V with the def2-TZVPD basis set", "species": ["C", "O", "C", "C", "C", "S", "C", "H", "H", "H", "H", "H", "H", "H", "H", "H", "H", "H", "H", "H", "O"], "coordinates": [[1.266, -1.345, -0.092], [0.302, -1.983, 0.516], [0.699, -0.492, -1.323], [1.187, 0.914, -1.254], [0.927, 1.711, -0.084], [-0.865, 1.822, 0.399], [-0.664, 0.670, 1.768], [1.836, -2.241, -0.572], [1.985, -0.663, 0.447], [-0.455, -0.741, -1.248], [1.051, -0.973, -2.204], [2.335, 0.949, -1.331], [0.883, 1.349, -2.250], [1.415, 2.693, -0.074], [1.371, 1.344, 0.905], [-0.777, 1.199, 2.702], [0.282, 0.147, 1.760], [-1.271, -0.285, 1.840], [-2.216, -2.216, 0.335], [-0.819, -2.484, -0.276], [-1.837, -2.514, -0.580]], "de_lowest_kj_mol": 158.6, "homo_energy_ev": -3.11, "total_charge": -1, "lumo_ev": 3.3, "homo_lumo_gap_ha": 0.2364, "total_energy_ev": -20324.65879}

=====

Record 5
{"formula": "C5H13O3", "method": "ωB97M-V with the def2-TZVPD basis set", "species": ["C", "O", "C", "C", "C", "C", "O", "H", "H", "H", "H", "H", "H", "H", "H", "H", "H", "H", "H", "H", "O"], "coordinates": [[-0.158, 0.416, 1.907], [-0.887, -0.603, 2.634], [1.241, -0.065, 1.563], [1.234, -1.212, 0.449], [0.395, -0.869, -0.769], [0.822, 0.393, -1.626], [-0.053, 0.644, -2.629], [-0.865, 0.560, 1.011], [-0.153, 1.305, 2.503], [-0.986, -1.388, 2.081], [1.695, 0.822, 1.115], [1.723, -0.574, 2.370], [2.256, -1.621, 0.312], [0.717, -2.020, 0.979], [-0.726, -0.700, -0.551], [0.217, -1.720, -1.363], [1.850, 0.219, -1.999], [0.847, 1.229, -0.877], [-1.127, 1.058, -2.009], [-2.682, 0.782, -2.062], [-2.101, 1.212, -1.371]], "de_lowest_kj_mol": 79.6, "homo_energy_ev": -3.68, "total_charge": -1, "lumo_ev": 3.7, "homo_lumo_gap_ha": 0.2727, "total_energy_ev": -11537.71752}

=====

Record 6
{"formula": "C5H14", "method": "ωB97M-V with the def2-TZVPD basis set", "species": ["C", "C", "H", "H", "H", "H", "H", "H", "C", "C", "C", "H", "H", "H", "H", "H", "H", "H", "H"], "coordinates": [[-1.395, -0.303, 2.905], [-2.298, -1.328, 2.259], [-0.251, -0.633, 2.863], [-1.505, 0.606, 2.416], [-1.538, -0.069, 3.952], [-3.291, -0.930, 2.092], [-2.325, -2.283, 2.698], [-2.039, -1.613, 1.228], [0.855, 0.585, -2.208], [2.363, 0.486, -2.501], [0.563, 0.695, -0.725], [0.458, 1.389, -2.711], [0.326, -0.349, -2.463], [2.710, -0.465, -1.922], [0.046, 1.509, -0.335], [-0.019, -0.150, -0.493], [1.466, 0.546, -0.012], [2.454, 0.358, -3.585], [2.985, 1.274, -2.108]], "multiplicity": 2, "de_lowest_kj_mol": 96.8, "homo_energy_ev": [1.49, -7.68], "total_charge": -1, "lumo_ev": [4.1, 4.0], "homo_lumo_gap_ha": [0.0950, 0.4306], "total_energy_ev": -5409.50536}

=====

Record 7
{"formula": "C5H14", "method": "ωB97M-V with the def2-TZVPD basis set", "species": ["C", "C", "H", "H", "H", "H", "H", "H", "C", "C", "C", "H", "H", "H", "H", "H", "H", "H", "H"], "coordinates": [[0.813, 2.798, -0.771], [-0.413, 2.022, -0.327], [0.671, 3.878, -0.829], [1.669, 2.584, -0.133], [1.105, 2.583, -1.802], [-1.015, 1.686, -1.178], [-1.015, 2.437, 0.449], [-0.075, 1.037, 0.008], [-0.420, -1.519, 0.826], [1.053, -1.220, 0.678], [-1.102, -2.416, -0.229], [-0.654, -1.987, 1.795], [-0.993, -0.620, 1.060], [1.604, -2.163, 0.676], [-0.456, -2.631, -1.075], [-1.478, -3.324, 0.229], [1.452, -0.557, 1.450], [1.255, -0.703, -0.263], [-1.998, -1.884, -0.565]], "multiplicity": 2, "de_lowest_kj_mol": 47.3, "homo_energy_ev": [1.55, -7.25], "total_charge": -1, "lumo_ev": [4.2, 4.3], "homo_lumo_gap_ha": [0.0982, 0.4236], "total_energy_ev": -5410.01912}

=====

Record 8
{"formula": "C5H14", "method": "ωB97M-V with the def2-TZVPD basis set", "species": ["C", "C", "H", "H", "H", "H", "H", "H", "C", "C", "C", "H", "H", "H", "H", "H", "H", "H", "H"], "coordinates": [[0.923, 1.138, 2.607], [0.991, -0.302, 1.996], [-0.057, 1.572, 2.352], [0.794, 0.994, 3.690], [1.757, 1.756, 2.367], [0.525, -0.256, 1.036], [0.386, -1.001, 2.526], [1.963, -0.743, 1.820], [-0.379, -0.821, -1.369], [-1.039, 0.451, -0.750], [-0.555, -0.740, -2.920], [0.680, -0.733, -1.107], [-0.670, -1.692, -0.775], [-0.467, 1.339, -1.114], [-0.442, 0.284, -3.202], [0.066, -1.420, -3.481], [-0.730, 0.640, 0.269], [-2.118, 0.473, -0.924], [-1.628, -0.939, -3.020]], "multiplicity": 2, "de_lowest_kj_mol": 84.3, "homo_energy_ev": [1.56, -7.54], "total_charge": -1, "lumo_ev": [4.2, 4.3], "homo_lumo_gap_ha": [0.0966, 0.4369], "total_energy_ev": -5409.63570}

=====

Record 9
{"formula": "C5H14", "method": "ωB97M-V with the def2-TZVPD basis set", "species": ["C", "C", "C", "H", "H", "H", "H", "H", "H", "H", "H", "C", "C", "H", "H", "H", "H", "H", "H"], "coordinates": [[-0.741, -1.266, -1.314], [0.525, -1.718, -0.612], [0.116, -2.378, 0.705], [-0.403, -1.090, -2.370], [-1.244, -0.347, -0.984], [-1.494, -2.033, -1.467], [1.024, -2.575, -1.088], [1.250, -0.960, -0.444], [0.154, -3.536, 0.767], [0.732, -1.986, 1.544], [-0.956, -1.996, 0.917], [0.540, 2.699, 1.199], [-0.439, 2.580, -0.003], [0.204, 2.281, 2.107], [1.288, 1.823, 0.992], [1.270, 3.534, 1.129], [-0.626, 1.460, -0.035], [0.067, 2.692, -0.963], [-1.274, 3.230, 0.038]], "de_lowest_kj_mol": 136.4, "homo_energy_ev": -10.99, "lumo_ev": 1.1, "homo_lumo_gap_ha": 0.4435, "total_energy_ev": -5410.63572}

=====

Record 10
{"formula": "C5H14", "method": "ωB97M-V with the def2-TZVPD basis set", "species": ["C", "C", "C", "H", "H", "H", "H", "H", "H", "H", "H", "C", "C", "H", "H", "H", "H", "H", "H"], "coordinates": [[-1.242, -0.343, -0.801], [-0.862, -1.763, -1.316], [-0.399, -2.604, -0.152], [-0.252, 0.130, -0.705], [-1.860, 0.288, -1.470], [-1.659, -0.424, 0.197], [-1.723, -2.190, -1.867], [-0.108, -1.593, -2.096], [-0.305, -3.679, -0.402], [0.570, -2.254, 0.180], [-1.110, -2.671, 0.674], [0.944, 2.842, 0.695], [1.222, 1.414, 1.298], [0.747, 3.544, 1.513], [1.755, 3.060, -0.002], [0.088, 2.920, -0.001], [0.375, 0.745, 1.350], [2.065, 1.111, 0.647], [1.755, 1.466, 2.257]], "de_lowest_kj_mol": 68.4, "homo_energy_ev": -11.19, "lumo_ev": 1.1, "homo_lumo_gap_ha": 0.4531, "total_energy_ev": -5411.34038}

=====

Record 11
{"formula": "C5H14", "method": "ωB97M-V with the def2-TZVPD basis set", "species": ["C", "C", "C", "H", "H", "H", "H", "H", "H", "H", "H", "C", "C", "H", "H", "H", "H", "H", "H"], "coordinates": [[0.363, 2.351, -0.968], [-0.656, 1.131, -0.951], [-0.366, -0.172, -1.712], [1.406, 2.314, -0.519], [-0.206, 3.210, -0.413], [0.505, 2.876, -1.907], [-1.028, 0.916, 0.073], [-1.487, 1.603, -1.487], [-0.696, -0.192, -2.714], [0.638, -0.455, -1.523], [-0.964, -1.044, -1.267], [1.009, -1.787, 1.455], [-0.322, -1.454, 2.058], [1.467, -2.415, 2.116], [0.773, -2.134, 0.500], [1.681, -0.977, 1.226], [-0.510, -1.060, 3.041], [-0.841, -0.677, 1.428], [-0.904, -2.379, 2.153]], "de_lowest_kj_mol": 127.5, "homo_energy_ev": -11.34, "lumo_ev": 1.1, "homo_lumo_gap_ha": 0.4580, "total_energy_ev": -5410.72816}

=====

Record 12
{"formula": "C5H14", "method": "ωB97M-V with the def2-TZVPD basis set", "species": ["C", "C", "C", "H", "H", "H", "H", "H", "H", "H", "H", "C", "C", "H", "H", "H", "H", "H", "H"], "coordinates": [[1.992, 0.776, 0.797], [1.190, 0.040, 1.859], [-0.321, 0.218, 1.456], [1.568, 0.564, -0.147], [2.892, 0.368, 0.799], [1.815, 1.858, 0.813], [1.462, -1.005, 1.887], [1.186, 0.408, 2.909], [-0.408, 1.276, 1.023], [-0.542, -0.575, 0.646], [-1.124, -0.215, 2.149], [-1.004, -1.220, -1.955], [-1.673, 0.255, -1.993], [0.011, -1.092, -1.460], [-1.471, -1.847, -1.187], [-1.010, -1.798, -2.853], [-2.532, 0.171, -1.203], [-0.951, 0.826, -1.505], [-2.004, 0.649, -2.848]], "de_lowest_kj_mol": 182.1, "homo_energy_ev": -10.97, "lumo_ev": 1.1, "homo_lumo_gap_ha": 0.4445, "total_energy_ev": -5410.16221}